Molecular formula: C7H14N
Method: DFT, ωB97M-V/def2-TZVPD

2S+1 ... 3
Highest occupied orbital energy (alpha / beta) ... -10.81 / -14.37 eV
ΔE to the lowest compared entry with this formula, charge and spin ... 0.00 kcal per mole
Frontier orbital gap (alpha / beta) ... 7.63 / 9.20 eV
Total charge ... +1
E_tot ... -8963.09445 eV

Positions of all 22 atoms, in Å:
C 0.4026 1.2930 -0.3589
C -0.9047 1.1527 -0.5708
C -0.7885 -1.1652 -0.1493
C 1.4790 0.3138 -0.1421
C 1.8325 0.1157 1.3144
C 2.2050 -0.5198 -1.1653
C -2.7289 0.1754 0.5751
N -1.6814 -0.1218 -0.5074
H 0.8329 2.3873 -0.2920
H -1.5730 2.1217 -0.7396
H -0.6481 -1.8583 -0.9446
H -0.5868 -1.2649 0.9613
H 0.9830 0.6590 1.9183
H 2.7121 0.6804 1.4867
H 1.9109 -1.0256 1.3575
H 3.0976 0.0163 -1.3732
H 1.5033 -0.4907 -2.1132
H 2.4696 -1.5921 -0.8792
H -2.3924 0.0223 1.5338
H -3.0269 1.3372 0.5407
H -3.5214 -0.5020 0.2847
H -1.9914 -0.3903 -1.4547

These are the Löwdin partial charges, in e, on atoms 1 to 2: number 1, C, carries -0.068; number 2, C, carries -0.095